(1)
ORCA calculation (ωB97M-V/def2-TZVPD) on a molecular structure, C24H69N15O16PZn3 at a distorted geometry.

Summary:
Charge: +3
ΔE to the lowest compared entry with this formula, charge and spin in kJ/mol: 1470.0

Each line ends with the Löwdin charge.
Positions of all 128 atoms, in Å:
N -5.4994 -2.0200 2.6832  0.161
H 4.0281 -6.3459 2.0068  0.141
C 0.0160 1.3325 6.2445  -0.184
H 0.4877 3.6929 1.5424  0.120
H -0.9341 3.0659 4.7559  0.116
H -0.7140 6.6107 -4.1583  0.064
C 1.9009 6.9294 -5.4936  -0.157
C -4.3610 -1.4568 2.1553  -0.738
C -5.3427 1.7307 4.8177  -0.164
C -0.5658 -0.2148 -5.4965  -0.715
H 5.7127 1.9952 -3.3340  0.101
N -4.4867 -0.8584 0.9840  0.172
H -3.5078 3.4287 4.5628  0.123
H -0.5137 -4.8793 7.6385  0.124
H 0.1218 -0.7532 -7.3015  0.124
H -5.3916 -0.7138 0.5593  0.110
H -1.6517 -0.8307 -7.0775  0.116
N -0.3582 -5.2606 -2.1888  -0.080
H 2.1415 -9.0911 1.6907  0.113
C -1.8459 -5.8452 1.4289  -0.028
H 1.3053 2.5736 5.2042  0.118
H 3.2580 4.6167 -6.4291  0.127
C 4.1917 3.5346 -4.8324  -0.162
C -1.7685 -5.3117 -2.2882  -0.155
H 2.0790 -5.5191 -2.9027  0.138
O -3.2925 -1.4978 2.7027  0.005
H 4.6665 4.4788 -4.5657  0.128
Zn 0.1783 -3.5839 -0.4384  1.055
C 2.9167 3.9747 -5.6170  -0.197
C 1.2747 1.4985 5.3812  -0.171
H -5.4443 -2.4929 3.5739  0.110
H 0.9509 5.2213 2.2031  0.103
H -0.1253 8.2568 -4.0754  0.087
N 2.0860 6.2381 0.7865  0.161
H 1.4480 -5.2041 4.9772  0.122
C -2.2660 -5.7869 -0.9030  -0.170
H -3.1977 4.6033 -0.1687  0.125
H -1.8966 0.8102 5.9964  0.103
H 3.5679 -4.2852 -1.0408  0.100
H -4.3214 4.4338 -1.8651  0.130
O 3.8174 2.8126 -3.6632  -0.274
N 1.8595 4.4617 -4.7782  -0.033
N -0.3471 -3.9890 7.1916  0.190
C 1.6768 -4.5145 -3.0334  -0.155
H -1.3588 7.7977 -5.2703  0.089
C -2.4814 3.7264 -1.8384  -0.779
H 0.3410 -5.4649 -4.1913  0.149
H -6.0300 2.5630 4.9691  0.093
H 4.5141 1.9963 -1.9683  0.093
N 1.7663 -8.2489 1.2784  0.155
H 1.5169 6.1366 -3.5603  0.112
N -1.1621 1.0885 5.3614  -0.046
O 1.0064 0.1519 -0.9427  -0.435
O 2.1489 4.4363 -0.5494  -0.019
C 2.3732 -7.0710 1.3681  -0.748
N 1.0416 4.5343 1.4684  0.172
H -3.1995 -5.3247 -0.5818  0.132
H 0.0328 -6.1916 -2.2120  0.160
H -1.4680 -0.7920 -3.7686  0.101
H 2.6817 6.7906 0.1865  0.131
H -2.3431 -6.8705 -0.8128  0.131
H -3.6562 -0.8465 0.4094  0.105
H -1.2070 -5.7321 2.3048  0.090
H 3.1363 6.0281 -4.0802  0.123
C 4.9304 2.5464 -2.8122  -0.066
C -1.7274 2.4838 5.2249  -0.154
H 0.1310 0.3490 6.7003  0.118
H 2.8687 0.2360 2.6628  0.090
Zn -0.2251 -0.6008 3.3025  1.161
H -2.5429 -0.4306 -5.1584  0.107
N 0.8868 -5.1357 5.8141  0.172
C 1.8144 4.9710 0.5118  -0.729
N -1.6402 -0.4589 -4.7064  0.163
O -1.4333 -5.2558 0.1275  -0.267
P -0.0329 -0.4769 0.0355  -0.021
H 2.5784 3.1012 -6.1743  0.125
N -2.6951 3.8282 -0.5770  0.152
H 3.7307 -8.0659 2.3844  0.138
O 0.5181 7.2260 -5.8826  -0.188
O 1.7906 -3.7394 -1.8354  -0.262
H 2.1265 -4.0463 -3.9089  0.145
H -2.2998 3.1157 0.0199  0.115
O 0.4403 -1.6036 1.0034  -0.464
H -2.0673 -6.1411 -2.9292  0.134
H 2.8306 1.8047 2.9679  0.096
O -4.0810 1.7581 5.2858  -0.169
C 0.2122 -4.8222 -3.3204  -0.268
H -1.8794 2.8390 6.2441  0.124
O -0.9767 -1.3379 -0.8415  -0.438
N -3.4712 4.2955 -2.3925  0.184
O 1.4668 0.6372 4.2065  -0.252
H -3.0206 2.1923 3.4217  0.123
O -0.4957 0.5622 1.1281  -0.452
Zn 1.5316 2.1821 -2.9680  1.293
N 3.4567 -7.1785 1.9876  0.200
H 3.5711 0.6540 4.1920  0.105
C 0.3221 -3.9817 6.0920  -0.778
H -2.0660 -6.9126 1.4475  0.096
C 2.7322 0.8779 3.5331  -0.048
H -5.4041 1.5454 3.7453  0.084
C -3.0999 2.4209 4.4845  -0.168
O -1.4354 3.2191 -2.2822  -0.029
O 1.8549 -6.0528 0.8262  -0.043
H 1.2141 -8.4174 0.4496  0.115
H 5.4664 3.4028 -2.4031  0.105
H 2.1672 1.4816 6.0067  0.132
H 1.0439 4.6188 -5.3529  0.127
H -0.1941 -3.8762 -3.6783  0.140
H -0.1428 2.1000 7.0020  0.135
H 0.6258 -5.8935 6.4288  0.115
H 2.3869 7.8521 -5.1764  0.129
H -6.3289 -1.5455 2.3565  0.099
C -0.4482 7.4765 -4.7647  -0.058
H 4.8243 2.8602 -5.4096  0.142
C 2.1189 5.8219 -4.4127  -0.215
H -3.5685 4.4543 -3.3852  0.132
O 0.4760 -3.0274 5.3378  -0.023
H 3.6493 -3.0964 -2.3968  0.104
H -2.7773 -5.3440 1.6925  0.091
H 1.5075 6.5140 1.5671  0.105
H 3.0393 -2.5644 -0.8209  0.099
N -0.7152 -0.6487 -6.7460  0.172
H -2.3448 -4.4875 -2.7085  0.142
C 3.1096 -3.4112 -1.5036  -0.059
H -0.7510 -3.1390 7.5581  0.131
H 2.4120 6.5348 -6.3719  0.111
O 0.4893 0.2227 -5.0944  -0.006
H -5.9664 0.9543 5.2607  0.095

(2)
ORCA calculation (ωB97M-V/def2-TZVPD) on a gas-phase ion, C22H27N4 (charge +1) at a distorted geometry.

Summary:
Charge: +1
SMILES: C[C@H](n1c2ccccc2c2ccccc21)[N+]1=C2N(C)CCCN2CCC1
ΔE to the lowest compared entry with this formula, charge and spin in kJ/mol: 139.8

Each line ends with the Löwdin charge.
Positions of all 53 atoms, in Å:
H -2.0625 -4.5261 -2.0140  0.133
N 0.0592 1.6980 0.2991  0.006
H -2.0681 1.8727 4.1894  0.117
H 2.1982 -4.0011 -0.4197  0.143
C -1.3140 1.3536 3.6010  0.002
N 0.7785 -2.8611 -1.4116  -0.031
C -0.7005 2.8773 0.3008  -0.153
H 2.4396 2.4489 0.4007  0.115
H -0.1277 -4.4592 -0.4794  0.146
C -0.9330 3.9280 -0.5925  -0.018
H 2.9812 -1.9001 0.1364  0.128
C -0.0553 -4.0226 -1.4893  -0.168
C -2.3279 5.1412 1.0556  -0.085
H 4.0441 -2.2956 -1.2332  0.133
C -1.3278 3.0232 1.5963  -0.110
H -2.6539 4.0661 2.9533  0.123
H 2.3664 -1.1787 -2.7819  0.157
C -1.6734 -0.2076 -0.8636  0.005
H -1.1758 0.6389 -1.3553  0.091
H -2.9547 5.9985 1.3341  0.110
H -2.7114 -0.2731 -1.2410  0.111
H 2.4503 -3.7891 -2.1737  0.145
C 2.4929 -0.8900 -1.7106  -0.146
H 0.8110 1.3941 -1.7052  0.134
C 0.3004 -1.6169 -1.1871  -0.190
H -1.8411 5.9190 -0.8748  0.109
H -1.8845 -3.0079 -0.0172  0.152
C 2.1645 -3.2578 -1.2389  -0.139
C 0.5999 0.0170 1.9600  -0.027
H -2.9123 -2.2639 -1.2731  0.131
H 0.5593 -1.5125 3.4833  0.103
C 1.0823 1.0075 -0.7296  -0.102
H -1.1577 -0.3702 4.8714  0.103
C -0.7977 0.1100 3.9675  -0.082
C -2.1553 4.0891 1.9678  -0.010
C -1.7075 5.0597 -0.2010  -0.076
H 1.3732 -0.3760 1.3003  0.089
H -1.3140 -3.2779 -3.0292  0.138
C -0.0009 1.1866 1.5669  -0.251
C -1.9007 -2.6159 -1.0563  -0.140
H -0.4864 3.9142 -1.5842  0.099
H 3.1685 -0.0528 -1.6633  0.097
H 0.4626 -4.7545 -2.1099  0.137
H 2.9063 1.8489 -1.1993  0.070
H 3.1905 0.8239 0.2887  0.104
H -1.7179 -0.0658 0.2348  0.116
C 3.0189 -2.0461 -0.9527  -0.155
C 0.1601 -0.5454 3.1684  -0.067
N -1.0285 -1.4676 -1.1444  -0.060
C 2.4994 1.5312 -0.2475  -0.027
N 1.1880 -0.5513 -1.0640  0.039
C -1.4046 -3.6611 -2.0090  -0.134
C -0.8999 1.9002 2.3765  -0.114

(3)
ORCA calculation (ωB97M-V/def2-TZVPD) on a single C27H42N4O5S molecule at a distorted geometry.

Summary:
SMILES: CCn1cc(C(=O)NCCCN(CC(C)C)CC(C)C)c(=O)c2cc(S(=O)(=O)N3CCOCC3)ccc21
ΔE to the lowest compared entry with this formula, charge and spin in kJ/mol: 29.5

Each line ends with the Löwdin charge.
Positions of all 79 atoms, in Å:
C 1.5861 4.2289 6.4511  -0.188
H 0.6800 3.6292 -3.3276  0.145
H -2.2134 -7.5233 -3.3738  0.077
C 0.8429 2.2537 -1.7596  -0.020
H 2.8005 6.4243 -0.1865  0.106
H 1.1795 4.5886 4.3519  0.123
O 1.8952 3.1487 7.3051  -0.126
H 1.9737 1.1413 5.4648  0.135
C -2.7712 -2.5156 -2.6596  -0.190
H -6.2167 -5.3091 -1.5120  0.076
H 0.7780 -6.0970 -1.5537  0.074
H 2.4237 4.9395 6.4199  0.116
C -1.2582 -5.9205 -2.2764  -0.419
C 2.3964 3.0071 1.5429  0.030
H -5.8336 -3.6173 -1.1892  0.080
O 3.7894 5.1206 4.4462  -0.286
N -2.5809 -3.8288 -2.0826  -0.178
C -1.9684 -1.3563 -2.0256  -0.148
C 2.7841 1.8767 5.4433  -0.164
C 0.1727 -6.4406 -2.3901  -0.080
H -3.8364 -2.2873 -2.5780  0.110
N 1.5778 4.5447 -1.6941  -0.038
H -3.8812 -5.4950 1.4180  0.074
C -3.1094 -3.9733 -0.7346  -0.180
C 2.6714 5.4617 0.2792  0.009
H -3.1026 -5.9929 -3.3831  0.061
N 2.3997 2.9346 4.5284  -0.242
H 0.3624 -0.0930 -1.1226  0.111
C -2.1145 -6.4414 -3.4260  -0.070
H -1.7762 -1.5802 -0.9739  0.110
O 1.1293 0.9393 0.2030  0.042
C 2.0532 4.4053 -0.4103  -0.120
C 3.1266 5.8895 -3.0537  -0.058
H -5.0926 -4.4438 -2.5646  0.066
H -5.0699 -4.2119 1.1861  0.078
C 3.0265 2.4415 6.8443  -0.182
H -1.6605 -6.1827 -4.3804  0.081
H -3.8910 -5.9597 -1.0220  0.120
H -3.4946 -3.0129 -0.3766  0.124
H 0.9849 5.7778 -3.2413  0.125
H -2.3140 -4.2828 -0.0447  0.124
H 3.6003 6.0914 2.1069  0.118
H 0.7059 4.7119 6.8788  0.130
C 1.2703 2.0021 -0.4005  -0.308
C -0.6374 -1.0730 -2.7257  -0.176
N 0.0560 0.0183 -2.0862  0.082
H 3.1999 1.6418 7.5661  0.130
H -2.5313 -2.5779 -3.7248  0.123
H 3.2126 6.8172 -3.6125  0.079
H 0.0068 -1.9558 -2.7056  0.112
H 3.6914 1.4219 5.0479  0.116
H 2.2871 2.0475 2.0231  0.130
H -1.6791 -6.2748 -1.3309  0.123
H -0.5489 -4.0377 -1.4974  0.124
H 0.3989 3.1236 5.0098  0.135
C -5.4245 -4.5640 -1.5371  -0.077
C 1.0215 3.4842 -2.3104  0.032
S 3.6446 3.8217 3.8444  0.680
O -0.2051 1.5267 -3.7592  0.038
C -4.2560 -4.9962 -0.6572  -0.418
C 3.1301 5.2864 1.5648  -0.032
H -5.5082 -5.8896 0.8626  0.075
H -0.8134 -0.7793 -3.7636  0.122
H 3.3048 5.0582 -3.7314  0.082
C 1.7314 5.7784 -2.4444  -0.188
H 1.5214 6.6290 -1.7929  0.117
H 0.6324 -6.0902 -3.3122  0.079
C -1.2565 -4.3858 -2.2713  -0.197
H 3.9011 3.1090 6.8120  0.131
C -4.7057 -5.1591 0.7925  -0.080
O 4.8017 2.9803 3.7730  -0.270
H -0.8893 -4.0490 -3.2438  0.124
C 1.9113 3.1623 0.2420  -0.036
C 1.3031 3.7407 5.0263  -0.164
H 0.1815 -7.5280 -2.3951  0.076
C 0.1737 1.2350 -2.6347  -0.454
C 2.9932 4.0555 2.1928  -0.254
H -2.5665 -0.4436 -2.0658  0.116
H 3.8921 5.8733 -2.2822  0.072

(4)
ORCA calculation (ωB97M-V/def2-TZVPD) on a molecular structure, C15H14N2O7SSn at a distorted geometry.

Each line ends with the Löwdin charge.
Positions of all 40 atoms, in Å:
H -3.6000 2.8187 -0.5774  0.119
H -1.9075 -0.0451 -1.1909  0.091
H 1.7132 -2.7952 0.3252  0.072
C 2.6892 1.6394 -0.5078  -0.110
O 3.0356 -1.0165 2.1747  -0.036
C -2.3196 -3.7996 -2.1559  -0.089
H 3.4505 2.0493 -1.1793  0.135
H 4.9458 -0.5440 3.4013  0.151
C -2.8639 2.8997 0.2227  -0.075
O -0.9403 2.5482 -1.2446  0.068
C 4.0249 -0.4695 1.7449  -0.510
C -2.0211 1.2294 1.6864  -0.573
H -3.8812 -0.8202 -2.5084  0.106
O 1.9321 1.9047 1.7374  -0.216
H -3.4129 2.7183 2.3523  0.124
C 4.1688 -0.0030 0.3118  -0.103
H -4.1130 1.4764 1.3168  0.124
H -4.1240 -3.1855 -3.0936  0.105
Sn 0.6301 0.0865 1.6009  1.582
H -2.7089 3.9600 0.4220  0.124
H 4.8195 0.8738 0.2966  0.148
C -1.5281 2.2947 -0.2221  -0.519
O -1.8298 0.4418 2.6151  -0.071
H 1.6983 1.7009 -0.9648  0.120
H -2.4271 -4.8394 -2.4180  0.108
N -1.1225 1.3785 0.7051  -0.006
C -1.0854 -2.0073 -1.0586  -0.305
C -1.2214 -3.3593 -1.4360  -0.460
C -3.2351 2.1054 1.4698  -0.076
O 5.0949 -0.2619 2.4816  0.158
C -3.1267 -1.5201 -2.1860  -0.066
C -2.0480 -1.0806 -1.4505  0.007
N 0.0537 -1.7423 -0.3477  -0.049
H 4.6560 -0.8120 -0.2455  0.152
O 3.3524 3.4197 0.9619  0.075
C -3.2674 -2.8667 -2.5224  -0.080
S 0.1578 -4.2609 -0.8766  1.077
C 0.7704 -2.7990 -0.1921  -0.466
O 2.9171 0.2523 -0.2757  -0.182
C 2.6733 2.4304 0.8273  -0.656

no.,E_tot (hartree),orbital gap (eV)
1,-8659.45834,5.020
2,-1073.28827,8.283
3,-2047.46835,7.925
4,-1828.77778,8.913